A.
# CH2BrClO

A structure of composition CH2BrClO (the ωB97M-V functional and the def2-TZVPD basis, the OMol25 dataset).

Geometry as XYZ:
```
6
Properties=species:S:1:pos:R:3:nbo_charge:R:1
C -1.5612 -0.8742 0.4611 -0.18
O 1.7884 0.6270 -0.3175 -0.91
Cl -2.0450 -2.1694 -0.5098 0.06
Br -2.1187 0.7532 -0.2419 0.12
H 1.9794 1.4717 0.1260 0.46
H 1.9572 0.1917 0.4821 0.46
```

Output
Kohn-Sham gap	8.4	eV
spin multiplicity	1

=====

B.
# CH2BrClO

The molecule CH2BrClO (the ωB97M-V functional and the def2-TZVPD basis, the OMol25 dataset).

Geometry as XYZ:
```
6
Properties=species:S:1:pos:R:3:nbo_charge:R:1
C 0.9863 0.3246 -0.0610 -0.37
O -1.1496 -1.3874 0.0081 -0.70
Cl -0.1743 1.4494 -0.0071 0.15
Br -2.3728 -0.2032 -0.0244 0.51
H 1.8007 0.3429 0.7229 0.20
H 0.9097 -0.5263 -0.6384 0.21
```

Output
Kohn-Sham gap (spin up / spin down)	9.1 / 6.7	eV
spin multiplicity	1

=====

Which structure wins on stability? A wins.

=====

A.
# C2H35O16

A cluster of 16 separate species, C2H35O16 in total (the ωB97M-V functional and the def2-TZVPD basis, the OMol25 dataset).

Geometry as XYZ:
```
53
Properties=species:S:1:pos:R:3:nbo_charge:R:1
C -0.2850 0.3505 0.5368 -0.63
C -0.3015 -0.3631 -0.7927 -0.04
O 0.5053 0.3135 -1.7400 -1.01
H -0.6608 1.3732 0.5051 0.19
H 0.7405 0.2313 0.8866 0.19
H -0.8697 -0.3117 1.1753 0.16
H -1.3364 -0.5215 -1.0961 0.07
H 0.0270 -1.3817 -0.5863 0.07
O -5.9566 -4.0325 -1.4289 -0.94
H -5.1229 -4.0348 -1.8991 0.47
H -6.1766 -3.1057 -1.3349 0.47
O 5.3659 1.8011 -3.4716 -0.94
H 5.5225 2.5967 -2.9629 0.47
H 4.4137 1.7543 -3.5568 0.48
O 1.1739 2.0004 -7.0134 -0.95
H 0.4959 1.3872 -7.2972 0.47
H 1.4003 1.7151 -6.1282 0.47
O 5.1935 -3.7276 -0.6551 -0.94
H 4.4776 -4.3581 -0.5772 0.47
H 4.8889 -3.0981 -1.3087 0.48
O 2.5452 -3.1636 -5.4464 -0.94
H 2.2821 -3.0975 -4.5285 0.47
H 2.0295 -2.4920 -5.8929 0.47
O -4.9756 0.4858 3.6564 -0.93
H -5.6430 0.8575 4.2332 0.46
H -5.3843 0.4771 2.7909 0.47
O 1.3507 5.3409 -1.4898 -0.95
H 0.8798 5.8343 -2.1614 0.46
H 1.0398 4.4413 -1.5906 0.48
O -3.2770 3.8565 -2.8359 -0.94
H -2.7225 3.1663 -3.1996 0.48
H -3.3907 4.4772 -3.5556 0.46
O -2.4830 6.0782 2.4054 -0.94
H -1.7079 5.9802 1.8523 0.47
H -2.8491 5.1958 2.4641 0.47
O 5.1874 -1.8574 3.6877 -0.94
H 6.1209 -1.8593 3.8991 0.46
H 5.1577 -1.7978 2.7328 0.48
O -2.0454 -0.4199 -6.4348 -0.95
H -2.9626 -0.1977 -6.2748 0.47
H -1.5901 -0.1482 -5.6378 0.48
O 2.7144 0.4660 6.8429 -0.94
H 3.2878 0.2361 6.1118 0.48
H 3.1124 0.0413 7.6028 0.47
O -2.1913 -5.5862 1.4705 -0.94
H -1.4080 -6.0871 1.2430 0.46
H -1.9978 -4.6942 1.1821 0.47
O -1.3685 1.8723 6.8320 -0.95
H -0.4746 1.5886 6.6405 0.47
H -1.8345 1.7742 6.0017 0.47
O -0.4844 -3.3978 5.5826 -0.94
H -0.8586 -2.7853 4.9493 0.47
H 0.4458 -3.1740 5.6123 0.47
```

Output
Kohn-Sham gap	5.2	eV
total charge	-1
spin multiplicity	1

=====

B.
# C2H35O16

A cluster of 16 separate species, C2H35O16 in total (the ωB97M-V functional and the def2-TZVPD basis, the OMol25 dataset).

Geometry as XYZ:
```
53
Properties=species:S:1:pos:R:3:nbo_charge:R:1
C -0.9085 0.4046 -0.8004 -0.72
C -0.3602 1.2799 0.4118 -0.08
O 1.0267 1.1079 0.6217 -1.04
H -1.1439 0.9355 -1.7754 0.21
H -1.9677 0.0320 -0.6183 0.25
H -0.2124 -0.4542 -0.8428 0.23
H -0.7495 1.0001 1.4115 0.14
H -0.4705 2.3166 0.2594 0.15
O -0.6071 -2.8387 0.0771 -0.99
H -1.0887 -2.0744 0.4169 0.50
H 0.2611 -2.9481 0.5022 0.48
O 1.6923 1.6582 -1.9681 -0.98
H 1.0354 1.6840 -1.2349 0.48
H 2.2173 1.0012 -1.5333 0.50
O 2.4856 -0.5726 -0.5797 -1.01
H 1.6805 -0.2456 -0.1589 0.50
H 2.9107 -0.9955 0.1593 0.48
O 3.7172 1.2829 1.3649 -0.97
H 2.8188 1.5059 1.0991 0.50
H 4.1121 2.1182 1.3475 0.46
O -1.5552 1.5548 3.8853 -0.97
H -1.6063 0.7409 4.4002 0.47
H -0.6752 1.6609 3.5703 0.50
O 2.4675 3.5950 0.2279 -0.95
H 2.2758 2.7833 -0.2106 0.48
H 1.5917 3.8429 0.4419 0.46
O -2.1273 -1.5951 -3.3110 -1.00
H -1.3588 -0.9937 -3.2815 0.48
H -1.6763 -2.3626 -2.9868 0.49
O 0.3691 -0.3963 -3.3684 -0.98
H 0.3557 0.4257 -2.8526 0.53
H 0.3654 -0.3205 -4.2867 0.49
O -3.6574 -2.1077 -0.8447 -0.94
H -2.9955 -1.9605 -1.4742 0.48
H -4.3632 -2.2055 -1.4342 0.45
O -0.1692 -3.6691 -2.4396 -1.03
H 0.6212 -3.2689 -2.8645 0.49
H -0.2726 -3.2977 -1.5304 0.50
O 1.0027 -0.8236 2.5794 -0.98
H 0.8567 -0.4466 3.4326 0.45
H 1.0409 -0.0490 1.9907 0.50
O -1.9317 -1.2404 1.5812 -0.94
H -1.1514 -0.6945 1.6338 0.47
H -2.6245 -0.6237 1.3804 0.50
O 2.1970 -2.2435 -2.6643 -1.01
H 1.5552 -1.5336 -2.8449 0.49
H 2.6328 -1.9971 -1.8380 0.50
O 0.9772 2.7428 2.7180 -1.01
H 1.6957 2.5414 3.2689 0.48
H 0.9242 2.2861 1.8921 0.51
O -3.7389 0.9404 2.0330 -0.99
H -2.9699 1.1118 2.6263 0.50
H -4.5045 1.4059 2.4108 0.47
```

Output
Kohn-Sham gap	9.1	eV
total charge	-1
spin multiplicity	1

=====

Which structure wins on stability? B wins.